1.
Molecular formula: C2H2F2NOS
Method: DFT, wB97M-V/def2-TZVPD

```
9
Properties=species:S:1:pos:R:3:forces:R:3
C 1.645675 0.223858 -0.345289 -0.744 0.084 -0.037
C -1.026976 0.172253 0.066892 -0.499 0.839 -1.029
N -0.096847 -0.207445 0.917377 1.835 0.993 -0.511
O 1.352854 1.161645 -0.969937 -0.457 0.584 0.171
F -1.270028 -0.673464 -1.149070 0.998 0.254 -0.112
F -2.321131 0.082886 0.496115 -1.545 0.368 1.277
S 2.735714 -0.910135 -0.096246 0.785 -1.039 0.576
H -0.879317 1.249680 -0.304266 -0.079 -1.764 0.133
H -0.139947 -1.099277 1.384422 -0.294 -0.319 -0.468
```
Positions in Å, forces in eV/Å.

Output
**Net charge**: -1
**Relative energy (zero: lowest compared OMol25 entry of this formula, charge and spin)**: 9.65 kcal/mol
**Calculated total energy**: -21915.1462 eV
**M**: 126.11 g mol⁻¹
**HOMO level**: -4.38 eV
**Maximum force**: 0.042 Eh/bohr
**Kohn-Sham gap**: 7.87 eV
**LUMO energy**: 3.500 eV

Per-atom Mulliken charges, elementary charge units: number 1, C, carries 0.495; number 2, C, carries 0.407; number 3, N, carries -0.647; number 4, O, carries -0.398; number 5, F, carries -0.415; number 6, F, carries -0.283; number 7, S, carries -0.423; number 8, H, carries 0.106; number 9, H, carries 0.159

=====

2.
Molecular formula: C20H61N5O8
Method: DFT, wB97M-V/def2-TZVPD

```
94
Properties=species:S:1:pos:R:3:forces:R:3
O -0.926932 -5.711752 13.588459 3.462 -12.156 2.454
H -1.343235 -6.502784 13.246129 -0.619 -0.523 -0.624
H -0.072717 -6.007235 13.903482 0.609 0.197 0.706
O -0.909290 -4.402821 12.075058 0.748 3.523 -5.256
H -1.418603 -3.787112 12.602049 0.652 0.133 -1.536
H -0.677366 -5.104632 12.683258 1.085 2.276 -3.588
O -1.767950 -4.119829 14.536319 2.958 2.562 7.031
H -1.760456 -4.474713 15.425271 0.755 -0.104 0.104
H -1.475297 -4.845958 13.985569 -1.002 1.669 1.620
C -0.573572 -2.160401 14.338893 2.577 0.509 -2.185
C 0.471981 -2.188167 15.447220 -2.562 -0.732 -2.108
C 1.840619 -2.765291 15.054402 -0.630 0.936 0.624
O 2.525518 -3.064795 16.272599 -0.029 0.573 -0.101
C 3.779128 -3.609284 16.033448 0.938 0.195 0.359
N 0.416603 -0.901373 15.953977 1.240 3.459 2.705
H -1.525405 -1.700892 14.605281 0.161 -0.296 0.469
H -0.703310 -3.194266 14.018886 1.186 2.397 -0.073
H -0.233017 -1.574790 13.484965 0.346 0.442 -0.086
H 0.003026 -2.827616 16.195076 1.366 2.767 -3.005
H 2.389914 -2.043712 14.449689 0.202 0.052 -0.073
H 1.754382 -3.704250 14.507589 -0.293 -0.132 -0.406
H 4.254137 -3.879824 16.976456 -0.362 -0.313 0.131
H 4.470501 -2.870850 15.627479 -0.028 0.151 -0.510
H 3.724474 -4.469484 15.366233 0.076 -0.213 -0.109
H 0.592783 -0.975065 16.945758 1.219 0.376 0.579
H -0.535291 -0.592865 16.091124 -0.454 0.072 -1.067
C -6.659231 -8.022239 12.134292 0.025 -1.460 0.479
C -6.544905 -6.844971 13.045407 0.590 2.033 0.959
C -5.015510 -6.542762 13.383090 -0.977 0.221 1.066
O -4.800263 -5.321194 14.154984 -1.784 -1.310 -1.820
C -3.455041 -4.925843 14.235732 -1.748 -3.454 0.249
N -7.227687 -5.709897 12.414310 0.454 -0.595 -0.253
H -5.944479 -8.036088 11.311471 0.113 0.185 0.018
H -7.648104 -8.206249 11.714336 -0.086 0.565 0.099
H -6.486227 -8.893356 12.766214 0.363 -0.378 -0.247
H -7.028395 -6.992725 14.011066 -0.124 -0.403 -0.012
H -4.436577 -6.578284 12.460225 0.240 0.351 -0.102
H -4.674954 -7.319080 14.068251 0.211 -0.569 -0.241
H -3.032189 -4.764250 13.244186 -1.378 -1.299 0.389
H -2.786311 -5.670050 14.668235 -1.488 -1.701 0.606
H -3.391703 -4.129687 14.977510 -1.485 -1.501 -1.706
H -7.245085 -4.882701 12.993568 0.313 0.040 0.193
H -6.597944 -5.559137 11.639207 -0.500 0.734 -0.411
C -3.526434 -4.849710 19.368284 0.118 0.579 -0.208
C -4.317333 -5.358967 18.161297 1.634 1.653 -0.423
C -3.911973 -4.676461 16.829414 -1.402 1.499 1.817
O -4.337495 -3.288872 16.944424 -0.267 0.215 -1.010
C -4.151357 -2.547831 15.700692 -1.094 -0.213 1.943
N -4.000217 -6.759388 18.072409 -0.988 -1.627 -0.660
H -3.636587 -5.551494 20.195001 0.222 -0.032 -0.101
H -3.772092 -3.856028 19.742903 -0.402 0.030 -0.280
H -2.494352 -4.754924 19.030754 0.367 -0.342 0.341
H -5.362069 -5.079156 18.296706 -0.257 -0.862 -0.009
H -4.429646 -5.142450 15.990980 -0.120 -0.195 0.907
H -2.837647 -4.628447 16.651588 0.142 -0.659 0.642
H -4.671528 -2.996530 14.854401 -0.280 -0.010 1.012
H -3.072659 -2.484876 15.557412 -0.161 0.471 -0.476
H -4.652874 -1.582076 15.763135 0.436 0.235 0.646
H -3.095749 -6.946366 17.663664 0.883 0.698 0.519
H -4.525878 -7.160571 17.308956 -0.927 -0.260 0.025
C -4.088167 -4.558559 8.976518 -0.705 0.285 0.766
C -5.144839 -4.449899 10.130607 2.749 -0.444 1.464
C -4.729346 -3.437369 11.304393 0.872 -0.166 -0.556
O -3.423502 -3.684971 11.858455 -1.387 -0.351 -2.386
C -3.190724 -2.998741 13.053875 -1.215 2.890 -2.956
N -6.492496 -4.253710 9.671606 0.514 0.773 -0.358
H -4.433650 -5.354004 8.316202 -0.102 0.341 -0.371
H -3.085960 -4.852486 9.288425 -0.180 0.025 0.603
H -3.946862 -3.595349 8.486249 -0.287 -0.038 -0.378
H -5.107814 -5.446115 10.571367 0.123 -0.152 0.325
H -5.433280 -3.428399 12.136556 -0.490 -0.504 0.018
H -4.716980 -2.401759 10.964573 -0.161 0.243 -0.587
H -2.195802 -3.294502 13.386691 -2.476 2.094 -0.204
H -4.002235 -3.280278 13.724909 0.865 1.241 -1.232
H -3.195941 -1.927773 12.851162 -0.089 0.513 -0.018
H -6.388535 -3.458357 9.057836 -0.671 0.327 -0.415
H -6.990646 -3.912184 10.481119 -0.673 0.048 -0.038
C 0.776256 -8.978295 16.654337 -0.076 0.021 0.849
C -0.059890 -7.737933 16.327748 0.336 -1.430 0.710
C 0.578343 -6.405908 16.670591 -1.839 0.368 1.017
O -0.491114 -5.395558 16.548447 1.051 -0.677 1.279
C -0.055603 -4.138611 17.074446 0.615 -1.340 0.913
N -0.462476 -7.874950 14.964185 -0.445 0.709 -1.108
H 0.300067 -9.831588 16.171381 0.483 0.134 -0.603
H 0.677457 -9.284605 17.695750 0.284 0.514 0.319
H 1.835285 -8.832087 16.441825 -0.004 -0.378 -0.304
H -0.962196 -7.913218 16.913619 -0.147 0.722 0.214
H 1.435803 -6.070784 16.087012 0.168 -0.297 -0.279
H 0.863593 -6.507540 17.717680 0.258 0.459 0.166
H 0.219284 -4.013846 18.121808 -0.053 -1.184 0.569
H -0.770699 -3.326133 16.945525 -1.601 -1.478 0.682
H 0.797561 -3.772761 16.503148 -0.002 -2.166 1.358
H -1.007699 -7.051033 14.754441 -0.622 -0.888 0.974
H 0.363042 -7.696305 14.410360 0.664 -0.673 -0.437
```
Positions in Å, forces in eV/Å.

Output
**Relative energy (zero: lowest compared OMol25 entry of this formula, charge and spin)**: 460.22 kcal/mol
**Calculated total energy**: -45537.9911 eV
**M**: 499.73 g mol⁻¹
**HOMO level**: -8.44 eV
**Maximum force**: 0.250 Eh/bohr
**Kohn-Sham gap**: 8.22 eV
**LUMO energy**: -0.223 eV

Per-atom Mulliken charges, elementary charge units: number 1, O, carries -0.566; number 2, H, carries 0.507; number 3, H, carries 0.426; number 4, O, carries -0.965; number 5, H, carries -0.296; number 6, H, carries 0.755; number 7, O, carries -0.894; number 8, H, carries -0.838; number 9, H, carries 0.727; number 10, C, carries -1.837; number 11, C, carries 0.685; number 12, C, carries -1.142; number 13, O, carries -0.409; number 14, C, carries -0.888; number 15, N, carries -0.710; number 16, H, carries 0.710; number 17, H, carries 1.469; number 18, H, carries 0.139; number 19, H, carries -0.176; number 20, H, carries 0.605; number 21, H, carries 0.217; number 22, H, carries 0.244; number 23, H, carries 0.356; number 24, H, carries 0.310; number 25, H, carries 0.314; number 26, H, carries 0.362; number 27, C, carries -1.623; number 28, C, carries 0.044; number 29, C, carries -0.667; number 30, O, carries -0.641; number 31, C, carries -0.537; number 32, N, carries -0.776; number 33, H, carries 0.293; number 34, H, carries 0.396; number 35, H, carries 0.431; number 36, H, carries 0.547; number 37, H, carries 0.170; number 38, H, carries 0.355; number 39, H, carries 1.550; number 40, H, carries 1.071; number 41, H, carries -2.437; number 42, H, carries 0.361; number 43, H, carries 0.194; number 44, C, carries -1.352; number 45, C, carries 0.204; number 46, C, carries 2.358; number 47, O, carries -0.530; number 48, C, carries -0.080; number 49, N, carries -0.794; number 50, H, carries 0.420; number 51, H, carries 0.286; number 52, H, carries 0.125; number 53, H, carries 0.517; number 54, H, carries 0.145; number 55, H, carries -1.002; number 56, H, carries 0.028; number 57, H, carries 0.068; number 58, H, carries 0.479; number 59, H, carries 0.175; number 60, H, carries 0.316; number 61, C, carries -1.643; number 62, C, carries 0.530; number 63, C, carries -0.254; number 64, O, carries -0.390; number 65, C, carries 0.396; number 66, N, carries -0.616; number 67, H, carries 0.457; number 68, H, carries 0.288; number 69, H, carries 0.405; number 70, H, carries -0.056; number 71, H, carries 0.138; number 72, H, carries 0.318; number 73, H, carries -0.184; number 74, H, carries -0.435; number 75, H, carries 0.579; number 76, H, carries 0.332; number 77, H, carries 0.336; number 78, C, carries -1.746; number 79, C, carries 1.160; number 80, C, carries -0.949; number 81, O, carries -0.232; number 82, C, carries -0.166; number 83, N, carries -0.668; number 84, H, carries 0.442; number 85, H, carries 0.420; number 86, H, carries 0.361; number 87, H, carries -0.190; number 88, H, carries 0.414; number 89, H, carries 0.354; number 90, H, carries 0.368; number 91, H, carries 0.548; number 92, H, carries 0.015; number 93, H, carries 0.021; number 94, H, carries 0.444